Record 1
A molecular structure, C16H48B2F4N4O4PtV at a distorted geometry. Source: OMol25; level of theory: ωB97M-V/def2-TZVPD.

Results
Orbital gap (spin up / spin down)   8.0 / 8.3 eV
Lowest unoccupied orbital energy (spin up / spin down)   -5.38 / -5.73 eV
Net charge   +2
Strongest force on any atom   0.0460 Eh/bohr
E   -72668.52331 eV
HOMO energy (spin up / spin down)   -13.34 / -14.04 eV
Multiplicity   6

```
80
C16H48B2F4N4O4PtV ωB97M-V/def2-TZVPD
V 0.083 0.559 2.816
Pt 0.066 0.316 -1.871
B 0.583 0.744 0.472
H 0.660 1.559 -0.396
H -0.510 0.796 0.936
H 0.771 -0.312 -0.049
H 1.441 0.954 1.260
B -1.769 -1.764 -1.400
F -1.375 -1.489 -2.730
F -0.689 -2.434 -0.760
F -1.977 -0.482 -0.735
F -2.918 -2.470 -1.294
C 3.741 -2.038 -3.206
C 2.905 -1.054 -2.380
C 3.109 0.348 -2.917
O 2.130 1.204 -2.371
C 2.292 2.570 -2.791
N 1.463 -1.428 -2.417
H 3.727 -3.045 -2.790
H 4.772 -1.697 -3.281
H 3.275 -2.110 -4.193
H 3.184 -1.161 -1.330
H 3.066 0.308 -4.013
H 4.113 0.682 -2.642
H 3.346 2.787 -2.960
H 1.845 3.224 -2.052
H 1.811 2.676 -3.768
H 1.295 -2.189 -1.765
H 1.200 -1.799 -3.326
C -0.010 -3.893 2.207
C 0.244 -2.473 2.763
C 1.664 -2.027 2.532
O 1.774 -0.711 3.127
C 3.134 -0.298 3.268
N -0.704 -1.501 2.171
H 0.102 -3.910 1.123
H -0.930 -4.279 2.629
H 0.828 -4.531 2.513
H 0.105 -2.583 3.842
H 1.879 -1.919 1.463
H 2.382 -2.722 2.963
H 3.732 -0.631 2.419
H 3.567 -0.668 4.198
H 3.154 0.791 3.315
H -0.665 -1.628 1.157
H -1.619 -1.864 2.427
C -2.844 3.236 -3.611
C -1.995 2.018 -3.315
C -1.042 1.736 -4.483
O -0.085 0.705 -4.210
C 0.317 0.033 -5.408
N -1.343 2.076 -1.978
H -2.234 4.125 -3.804
H -3.501 3.468 -2.772
H -3.483 3.120 -4.487
H -2.633 1.129 -3.291
H -0.491 2.616 -4.831
H -1.716 1.385 -5.269
H 1.310 -0.382 -5.261
H 0.319 0.717 -6.258
H -0.397 -0.762 -5.639
H -1.008 3.028 -1.861
H -2.001 1.854 -1.238
C -2.553 -0.344 6.312
C -1.950 -0.149 4.913
C -2.586 1.005 4.206
O -2.079 1.109 2.867
C -2.663 2.197 2.152
N -0.462 -0.074 4.914
H -3.623 -0.533 6.227
H -2.290 0.451 7.006
H -2.199 -1.305 6.700
H -2.213 -1.072 4.391
H -2.396 1.957 4.726
H -3.673 0.902 4.213
H -2.143 2.340 1.209
H -2.556 3.114 2.740
H -3.723 2.032 1.961
H -0.102 -0.845 5.471
H -0.240 0.705 5.545
```

Here are the Löwdin charges for atoms 1 to 5, given in e: 0.914, 1.250, -0.449, -0.017, -0.024

Record 2
11 unconnected molecules or ions with the total composition C16H48N13O21P at a distorted geometry. Source: OMol25; level of theory: ωB97M-V/def2-TZVPD.

Results
Orbital gap   8.5 eV
Lowest unoccupied orbital energy   -0.17 eV
Strongest force on any atom   0.0326 Eh/bohr
E   -89001.24359 eV
Structure (SMILES)   CN(C)P(=O)(N(C)C)N(C)C.C[N+](=O)[O-].C[N+](=O)[O-].C[N+](=O)[O-].C[N+](=O)[O-].C[N+](=O)[O-].C[N+](=O)[O-].C[N+](=O)[O-].C[N+](=O)[O-].C[N+](=O)[O-].C[N+](=O)[O-]
HOMO energy   -8.69 eV

```
99
C16H48N13O21P ωB97M-V/def2-TZVPD
C -3.518 2.105 3.616
N -4.726 2.162 2.736
O -4.529 2.005 1.543
O -5.812 2.284 3.252
H -2.678 2.386 2.992
H -3.431 1.060 3.905
H -3.690 2.762 4.461
C 1.950 2.955 4.731
N 1.098 4.165 4.484
O 1.559 5.244 4.770
O -0.009 3.963 4.032
H 2.911 3.280 5.109
H 2.101 2.447 3.783
H 1.361 2.347 5.409
C -5.471 2.461 -1.574
N -6.536 3.077 -0.757
O -6.264 3.950 0.037
O -7.667 2.666 -0.961
H -4.521 2.308 -1.075
H -5.420 3.017 -2.504
H -5.813 1.452 -1.796
C -0.417 -4.045 3.626
N 0.780 -4.566 2.906
O 0.592 -4.985 1.779
O 1.851 -4.533 3.470
H -0.288 -3.031 3.979
H -0.595 -4.757 4.431
H -1.249 -4.168 2.940
C 6.198 -0.153 3.810
N 5.281 1.031 3.952
O 4.831 1.482 2.923
O 4.993 1.416 5.066
H 5.575 -0.930 3.381
H 6.614 -0.405 4.777
H 6.971 0.205 3.136
C -1.805 -0.915 -3.425
N -2.768 0.220 -3.563
O -3.253 0.398 -4.655
O -3.049 0.847 -2.557
H -2.403 -1.816 -3.311
H -1.161 -0.789 -2.562
H -1.301 -0.901 -4.387
C 1.367 5.593 -6.226
N 1.259 4.801 -4.951
O 1.151 3.596 -5.054
O 1.356 5.410 -3.909
H 2.412 5.823 -6.400
H 0.835 6.518 -6.018
H 0.882 4.999 -6.989
C 0.630 -4.263 -1.856
N -0.633 -4.320 -2.649
O -0.650 -3.744 -3.714
O -1.619 -4.822 -2.140
H 0.491 -3.458 -1.135
H 1.412 -3.968 -2.546
H 0.792 -5.245 -1.427
C -3.379 -5.786 0.442
N -3.760 -4.523 1.109
O -3.830 -4.505 2.325
O -3.929 -3.566 0.392
H -4.278 -6.338 0.181
H -2.755 -6.363 1.114
H -2.851 -5.452 -0.446
C 4.636 -1.463 -2.370
N 5.103 -1.076 -1.004
O 4.835 -1.817 -0.086
O 5.533 0.055 -0.877
H 5.264 -2.279 -2.713
H 4.831 -0.588 -2.982
H 3.566 -1.642 -2.309
O 0.751 -1.622 -1.388
P 0.594 -0.285 -0.748
N -1.006 -0.024 -0.347
C -1.431 1.278 0.149
C -1.843 -1.158 0.006
N 1.065 0.966 -1.753
C 2.450 1.410 -1.842
C 0.184 1.403 -2.826
N 1.508 -0.154 0.638
C 1.852 -1.344 1.409
C 1.767 1.123 1.320
H -1.290 1.302 1.239
H -2.470 1.541 -0.046
H -0.810 2.064 -0.281
H -1.793 -1.887 -0.807
H -2.874 -0.878 0.191
H -1.415 -1.708 0.856
H 2.549 2.310 -1.215
H 3.195 0.781 -1.354
H 2.672 1.635 -2.881
H 0.685 1.269 -3.787
H -0.781 0.911 -2.791
H 0.017 2.480 -2.704
H 2.514 -2.002 0.843
H 2.450 -1.066 2.278
H 0.951 -1.887 1.703
H 1.452 1.957 0.698
H 2.841 1.225 1.486
H 1.252 1.082 2.283
```

Here are the Löwdin charges for atoms 1 to 5, given in e: 0.057, -0.434, 0.039, 0.087, 0.077

Record 3
6 unconnected molecules or ions with the total composition C16H48N4O6 at a distorted geometry. Source: OMol25; level of theory: ωB97M-V/def2-TZVPD.

Results
Orbital gap   9.5 eV
Lowest unoccupied orbital energy   0.45 eV
Strongest force on any atom   0.0802 Eh/bohr
E   -35611.81935 eV
Energy relative to the best compared isomer or geometry (same formula, charge and spin)   264.3 kJ/mol
Structure (SMILES)   COC[C@H](C)N.COC[C@H](C)N.COC[C@H](C)N.COC[C@H](C)N.O.O
HOMO energy   -9.03 eV

```
74
C16H48N4O6 ωB97M-V/def2-TZVPD
O -6.396 -22.363 2.905
H -5.666 -22.154 2.322
H -6.611 -23.274 2.703
O -8.230 -21.900 5.130
H -7.595 -22.097 4.442
H -8.750 -22.699 5.213
C -8.507 -28.243 1.692
C -7.596 -27.255 2.337
C -7.513 -25.844 1.626
O -6.358 -25.160 1.941
C -5.085 -25.734 1.555
N -8.132 -27.133 3.723
H -9.556 -28.039 1.907
H -8.154 -29.235 1.975
H -8.467 -28.213 0.603
H -6.590 -27.674 2.376
H -8.469 -25.344 1.780
H -7.523 -26.251 0.614
H -4.474 -24.842 1.413
H -5.263 -26.147 0.563
H -4.636 -26.464 2.228
H -9.130 -27.259 3.634
H -8.109 -26.211 4.135
C -6.779 -18.243 2.156
C -5.683 -19.202 2.240
C -5.297 -19.850 0.940
O -4.496 -20.972 1.152
C -4.343 -21.757 0.018
N -4.497 -18.511 2.727
H -6.848 -17.751 3.127
H -7.714 -18.795 2.055
H -6.667 -17.531 1.339
H -5.901 -19.911 3.039
H -4.887 -19.227 0.145
H -6.202 -20.284 0.513
H -5.332 -21.985 -0.379
H -3.958 -22.743 0.275
H -3.703 -21.185 -0.653
H -3.696 -18.795 2.181
H -4.439 -18.872 3.668
C -11.693 -20.492 -1.445
C -12.459 -20.193 -0.084
C -11.467 -20.280 1.074
O -10.767 -21.511 0.940
C -9.783 -21.748 1.948
N -13.102 -18.933 -0.054
H -10.673 -20.107 -1.435
H -12.326 -20.132 -2.255
H -11.628 -21.562 -1.643
H -13.230 -20.931 0.136
H -12.026 -20.321 2.009
H -10.779 -19.439 0.981
H -9.355 -22.748 1.884
H -10.346 -21.513 2.851
H -8.930 -21.074 1.860
H -12.622 -18.304 -0.682
H -13.189 -18.502 0.855
C -2.211 -22.419 3.700
C -2.544 -23.109 5.049
C -1.600 -22.694 6.164
O -0.250 -23.169 5.910
C 0.923 -22.433 6.413
N -3.954 -22.972 5.262
H -2.179 -21.336 3.820
H -2.909 -22.667 2.901
H -1.234 -22.826 3.437
H -2.187 -24.126 4.890
H -1.895 -23.131 7.118
H -1.586 -21.605 6.213
H 0.790 -22.420 7.495
H 1.099 -21.410 6.080
H 1.722 -23.079 6.049
H -4.322 -23.773 5.754
H -4.409 -22.942 4.360
```

Here are the Löwdin charges for atoms 1 to 5, given in e: -0.041, 0.013, 0.020, -0.053, -0.025

Record 4
8 unconnected molecules or ions with the total composition C16H48O16 at a distorted geometry. Source: OMol25; level of theory: ωB97M-V/def2-TZVPD.

Results
Orbital gap   9.9 eV
Lowest unoccupied orbital energy   0.20 eV
Strongest force on any atom   0.0312 Eh/bohr
E   -50125.31760 eV
Energy relative to the best compared isomer or geometry (same formula, charge and spin)   187.9 kJ/mol
Structure (SMILES)   OCCO.OCCO.OCCO.OCCO.OCCO.OCCO.OCCO.OCCO
HOMO energy   -9.70 eV

```
80
C16H48O16 ωB97M-V/def2-TZVPD
C 4.347 -1.388 0.412
C 3.768 -1.833 -0.921
O 4.322 -0.999 -1.950
O 4.220 0.006 0.627
H 5.400 -1.709 0.445
H 3.901 -1.967 1.230
H 2.675 -1.840 -0.941
H 4.128 -2.851 -1.101
H 4.622 -1.567 -2.659
H 4.090 0.300 -0.288
C -6.034 0.042 2.946
C -5.139 -0.698 1.987
O -3.919 -0.021 1.758
O -5.371 0.041 4.195
H -6.988 -0.507 2.981
H -6.356 1.030 2.606
H -5.672 -0.978 1.073
H -5.025 -1.724 2.371
H -3.595 0.109 2.662
H -5.699 0.728 4.779
C 0.258 -2.507 5.240
C -0.946 -3.069 4.473
O -1.576 -4.117 5.196
O 1.042 -3.563 5.771
H -0.155 -1.877 6.035
H 0.828 -1.914 4.529
H -0.564 -3.430 3.512
H -1.644 -2.248 4.291
H -2.352 -4.368 4.687
H 0.463 -4.332 5.832
C -0.841 3.822 -4.109
C -0.512 5.293 -3.966
O 0.771 5.495 -3.401
O -0.690 3.023 -2.932
H -0.195 3.381 -4.878
H -1.829 3.581 -4.519
H -1.235 5.808 -3.323
H -0.562 5.846 -4.907
H 1.269 4.676 -3.347
H -1.427 3.267 -2.360
C 4.322 3.119 1.837
C 2.889 3.001 1.304
O 2.348 4.292 1.045
O 5.174 3.614 0.787
H 4.732 2.199 2.264
H 4.341 3.779 2.708
H 2.289 2.612 2.125
H 2.861 2.429 0.378
H 2.902 4.709 0.375
H 5.419 2.798 0.333
C -1.978 -3.204 -0.638
C -3.358 -3.492 -0.095
O -3.461 -4.764 0.529
O -1.028 -3.154 0.394
H -2.047 -2.278 -1.220
H -1.761 -4.011 -1.342
H -4.025 -3.516 -0.963
H -3.644 -2.689 0.592
H -2.564 -5.087 0.680
H -1.346 -2.737 1.204
C 1.160 0.630 -5.833
C 0.295 0.124 -4.719
O 0.928 0.383 -3.466
O 0.599 0.341 -7.119
H 2.167 0.197 -5.806
H 1.336 1.713 -5.764
H 0.097 -0.946 -4.717
H -0.687 0.613 -4.692
H 1.236 1.295 -3.430
H 1.184 0.702 -7.789
C 0.167 0.044 -0.009
C 0.755 -0.487 1.277
O -0.248 -0.688 2.272
O -0.429 1.297 0.372
H -0.599 -0.631 -0.415
H 0.888 0.204 -0.817
H 1.497 0.261 1.576
H 1.310 -1.410 1.107
H -0.856 0.045 2.088
H -0.642 1.753 -0.450
```

Here are the Löwdin charges for atoms 1 to 5, given in e: -0.251, -0.222, -0.068, -0.065, 0.119